Computed, not measured: 20 unconnected molecules or ions with the total composition C120H100N20O40 in a non-equilibrium geometry, with ωB97M-V/def2-TZVPD.

Properties
- net charge = 0
- frontier orbital gap (eV) = 8.233
- total energy (Eh) = -8735.49571
- ΔE to the lowest compared entry with this formula, charge and spin (kcal per mole) = 92.59

Bonds (Å) are listed after each position.
CARTESIAN COORDINATES (ANGSTROEM)
1 C 3.09 3.22 -0.96  C2 1.425, C6 1.380, H10 1.080
2 C 1.85 3.58 -1.56  C1 1.425, C3 1.395, H11 1.080
3 C 1.06 4.54 -0.91  C2 1.395, C4 1.385, H12 1.080
4 C 1.47 5.06 0.30  C3 1.385, C5 1.399, N7 1.460
5 C 2.72 4.73 0.83  C4 1.399, C6 1.357, H13 1.080
6 C 3.48 3.75 0.26  C1 1.380, C5 1.357, H14 1.080
7 N 0.64 6.02 1.03  C4 1.460, O8 1.236, O9 1.221
8 O 1.07 6.59 2.04  N7 1.236
9 O -0.28 6.58 0.45  N7 1.221
10 H 3.76 2.49 -1.39  C1 1.080
11 H 1.44 3.01 -2.38  C2 1.080
12 H 0.10 4.75 -1.35  C3 1.080
13 H 3.05 5.20 1.74  C5 1.080
14 H 4.35 3.50 0.84  C6 1.080
15 C -3.44 2.21 3.19  C16 1.354, C20 1.417, H24 1.080
16 C -4.60 1.57 3.50  C15 1.354, C17 1.383, H25 1.080
17 C -5.27 1.76 4.69  C16 1.383, C18 1.419, H26 1.080
18 C -4.75 2.68 5.63  C17 1.419, C19 1.400, N21 1.529
19 C -3.52 3.31 5.41  C18 1.400, C20 1.418, H27 1.080
20 C -2.86 3.04 4.18  C15 1.417, C19 1.418, H28 1.080
21 N -5.48 2.78 6.97  C18 1.529, O22 1.188, O23 1.187
22 O -6.61 2.45 7.08  N21 1.188
23 O -4.92 3.35 7.85  N21 1.187
24 H -3.06 1.98 2.21  C15 1.080
25 H -5.11 1.06 2.70  C16 1.080
26 H -6.27 1.37 4.80  C17 1.080
27 H -2.98 3.90 6.14  C19 1.080
28 H -1.84 3.37 4.07  C20 1.080
29 C -3.33 7.29 3.09  C30 1.355, C34 1.424, H38 1.080
30 C -3.20 7.93 1.90  C29 1.355, C31 1.365, H39 1.080
31 C -4.30 8.51 1.34  C30 1.365, C32 1.371, H40 1.080
32 C -5.55 8.40 1.89  C31 1.371, C33 1.399, N35 1.441
33 C -5.67 7.86 3.18  C32 1.399, C34 1.397, H41 1.080
34 C -4.56 7.28 3.80  C29 1.424, C33 1.397, H42 1.080
35 N -6.68 8.89 1.15  C32 1.441, O36 1.248, O37 1.202
36 O -7.70 9.12 1.83  N35 1.248
37 O -6.60 9.22 -0.01  N35 1.202
38 H -2.47 6.71 3.41  C29 1.080
39 H -2.22 8.02 1.47  C30 1.080
40 H -4.15 9.13 0.47  C31 1.080
41 H -6.58 7.95 3.75  C33 1.080
42 H -4.74 6.70 4.69  C34 1.080
43 C 1.50 -1.21 -0.40  C44 1.404, C48 1.367, H52 1.080
44 C 1.91 -0.75 0.86  C43 1.404, C45 1.402, H53 1.080
45 C 1.25 0.31 1.50  C44 1.402, C46 1.395, H54 1.080
46 C 0.18 0.95 0.88  C45 1.395, C47 1.389, N49 1.452
47 C -0.20 0.46 -0.37  C46 1.389, C48 1.366, H55 1.080
48 C 0.48 -0.53 -1.02  C43 1.367, C47 1.366, H56 1.080
49 N -0.33 2.17 1.46  C46 1.452, O50 1.275, O51 1.257
50 O -0.11 2.46 2.68  N49 1.275
51 O -1.06 2.87 0.70  N49 1.257
52 H 2.03 -2.09 -0.72  C43 1.080
53 H 2.69 -1.31 1.36  C44 1.080
54 H 1.53 0.77 2.44  C45 1.080
55 H -1.01 0.98 -0.85  C47 1.080
56 H 0.14 -0.78 -2.01  C48 1.080
57 C 7.63 -4.72 2.99  C58 1.394, C62 1.425, H66 1.080
58 C 6.90 -3.93 2.09  C57 1.394, C59 1.399, H67 1.080
59 C 5.84 -3.18 2.60  C58 1.399, C60 1.375, H68 1.080
60 C 5.50 -3.15 3.93  C59 1.375, C61 1.429, N63 1.452
61 C 6.17 -4.06 4.81  C60 1.429, C62 1.384, H69 1.080
62 C 7.19 -4.87 4.34  C57 1.425, C61 1.384, H70 1.080
63 N 4.35 -2.41 4.42  C60 1.452, O64 1.232, O65 1.231
64 O 3.74 -1.73 3.59  N63 1.232
65 O 4.08 -2.55 5.61  N63 1.231
66 H 8.56 -5.17 2.68  C57 1.080
67 H 7.25 -3.84 1.07  C58 1.080
68 H 5.21 -2.57 1.96  C59 1.080
69 H 5.99 -4.10 5.87  C61 1.080
70 H 7.73 -5.54 4.99  C62 1.080
71 C 0.05 10.46 5.38  C72 1.361, C76 1.372, H80 1.080
72 C -0.02 9.57 4.35  C71 1.361, C73 1.380, H81 1.080
73 C -0.39 8.27 4.60  C72 1.380, C74 1.414, H82 1.080
74 C -0.62 7.83 5.92  C73 1.414, C75 1.381, N77 1.478
75 C -0.53 8.74 6.96  C74 1.381, C76 1.391, H83 1.080
76 C -0.26 10.07 6.66  C71 1.372, C75 1.391, H84 1.080
77 N -0.98 6.43 6.23  C74 1.478, O78 1.179, O79 1.230
78 O -1.55 5.74 5.46  N77 1.179
79 O -0.63 6.01 7.33  N77 1.230
80 H 0.20 11.52 5.28  C71 1.080
81 H 0.17 9.84 3.32  C72 1.080
82 H -0.44 7.62 3.74  C73 1.080
83 H -0.69 8.50 8.00  C75 1.080
84 H -0.36 10.72 7.51  C76 1.080
85 C 2.89 -9.19 3.33  C86 1.420, C90 1.385, H94 1.080
86 C 3.77 -8.13 3.68  C85 1.420, C87 1.400, H95 1.080
87 C 3.68 -6.89 3.04  C86 1.400, C88 1.389, H96 1.080
88 C 2.87 -6.74 1.93  C87 1.389, C89 1.442, N91 1.492
89 C 2.05 -7.86 1.55  C88 1.442, C90 1.369, H97 1.080
90 C 2.00 -9.02 2.28  C85 1.385, C89 1.369, H98 1.080
91 N 2.85 -5.52 1.07  C88 1.492, O92 1.218, O93 1.225
92 O 3.64 -4.66 1.41  N91 1.218
93 O 1.99 -5.48 0.20  N91 1.225
94 H 3.00 -10.05 3.96  C85 1.080
95 H 4.55 -8.26 4.42  C86 1.080
96 H 4.32 -6.06 3.30  C87 1.080
97 H 1.39 -7.78 0.69  C89 1.080
98 H 1.33 -9.83 2.05  C90 1.080
99 C -2.52 -5.52 -7.72  C100 1.406, C104 1.428, H108 1.080
100 C -1.63 -4.45 -7.92  C99 1.406, C101 1.386, H109 1.080
101 C -1.55 -3.50 -6.90  C100 1.386, C102 1.386, H110 1.080
102 C -2.16 -3.73 -5.68  C101 1.386, C103 1.391, N105 1.490
103 C -2.93 -4.87 -5.48  C102 1.391, C104 1.403, H111 1.080
104 C -3.15 -5.83 -6.48  C99 1.428, C103 1.403, H112 1.080
105 N -1.99 -2.82 -4.51  C102 1.490, O106 1.210, O107 1.214
106 O -2.78 -2.91 -3.59  N105 1.210
107 O -1.07 -2.03 -4.48  N105 1.214
108 H -2.62 -6.22 -8.54  C99 1.080
109 H -1.17 -4.27 -8.88  C100 1.080
110 H -0.86 -2.69 -7.03  C101 1.080
111 H -3.51 -5.05 -4.59  C103 1.080
112 H -3.83 -6.65 -6.33  C104 1.080
113 C 1.69 -5.53 -9.37  C114 1.421, C118 1.414, H122 1.080
114 C 1.35 -6.81 -8.87  C113 1.421, C115 1.427, H123 1.080
115 C 1.39 -6.96 -7.45  C114 1.427, C116 1.382, H124 1.080
116 C 1.84 -5.97 -6.60  C115 1.382, C117 1.385, N119 1.466
117 C 2.12 -4.72 -7.14  C116 1.385, C118 1.386, H125 1.080
118 C 2.13 -4.50 -8.50  C113 1.414, C117 1.386, H126 1.080
119 N 1.76 -6.15 -5.15  C116 1.466, O120 1.215, O121 1.259
120 O 1.57 -7.27 -4.72  N119 1.215
121 O 2.05 -5.14 -4.46  N119 1.259
122 H 1.61 -5.28 -10.42  C113 1.080
123 H 0.93 -7.57 -9.51  C114 1.080
124 H 1.12 -7.91 -7.01  C115 1.080
125 H 2.38 -3.83 -6.58  C117 1.080
126 H 2.38 -3.49 -8.81  C118 1.080
127 C 4.44 -8.72 -0.93  C128 1.379, C132 1.380, H136 1.080
128 C 3.58 -7.91 -1.63  C127 1.379, C129 1.387, H137 1.080
129 C 3.94 -6.58 -1.84  C128 1.387, C130 1.394, H138 1.080
130 C 5.15 -6.15 -1.31  C129 1.394, C131 1.418, N133 1.467
131 C 6.00 -7.02 -0.59  C130 1.418, C132 1.425, H139 1.080
132 C 5.72 -8.41 -0.51  C127 1.380, C131 1.425, H140 1.080
133 N 5.55 -4.73 -1.38  C130 1.467, O134 1.217, O135 1.244
134 O 4.63 -3.93 -1.40  N133 1.217
135 O 6.74 -4.41 -1.44  N133 1.244
136 H 4.13 -9.75 -0.79  C127 1.080
137 H 2.59 -8.22 -1.91  C128 1.080
138 H 3.33 -5.94 -2.45  C129 1.080
139 H 6.99 -6.74 -0.24  C131 1.080
140 H 6.22 -9.17 0.07  C132 1.080
141 C -6.26 -0.23 -5.51  C142 1.406, C146 1.371, H150 1.080
142 C -6.22 -1.07 -4.38  C141 1.406, C143 1.407, H151 1.080
143 C -5.11 -1.05 -3.52  C142 1.407, C144 1.351, H152 1.080
144 C -4.18 -0.10 -3.70  C143 1.351, C145 1.373, N147 1.438
145 C -4.27 0.75 -4.77  C144 1.373, C146 1.380, H153 1.080
146 C -5.20 0.60 -5.78  C141 1.371, C145 1.380, H154 1.080
147 N -3.13 -0.08 -2.72  C144 1.438, O148 1.225, O149 1.221
148 O -3.30 -0.64 -1.64  N147 1.225
149 O -2.11 0.55 -2.95  N147 1.221
150 H -7.00 -0.22 -6.30  C141 1.080
151 H -7.03 -1.74 -4.13  C142 1.080
152 H -5.05 -1.70 -2.65  C143 1.080
153 H -3.56 1.53 -4.98  C145 1.080
154 H -5.10 1.34 -6.57  C146 1.080
155 C -5.87 5.30 1.16  C156 1.381, C160 1.415, H164 1.080
156 C -6.83 4.73 1.96  C155 1.381, C157 1.346, H165 1.080
157 C -8.08 4.51 1.50  C156 1.346, C158 1.354, H166 1.080
158 C -8.50 4.86 0.26  C157 1.354, C159 1.445, N161 1.477
159 C -7.55 5.53 -0.60  C158 1.445, C160 1.380, H167 1.080
160 C -6.25 5.64 -0.16  C155 1.415, C159 1.380, H168 1.080
161 N -9.89 4.64 -0.20  C158 1.477, O162 1.236, O163 1.250
162 O -10.57 3.84 0.45  N161 1.236
163 O -10.27 5.07 -1.31  N161 1.250
164 H -4.88 5.40 1.60  C155 1.080
165 H -6.69 4.47 3.00  C156 1.080
166 H -8.82 4.10 2.17  C157 1.080
167 H -7.77 5.84 -1.61  C159 1.080
168 H -5.59 6.15 -0.85  C160 1.080
169 C -6.27 1.29 -1.40  C170 1.418, C174 1.420, H178 1.080
170 C -6.47 2.16 -2.50  C169 1.418, C171 1.391, H179 1.080
171 C -5.69 3.32 -2.57  C170 1.391, C172 1.398, H180 1.080
172 C -4.58 3.55 -1.76  C171 1.398, C173 1.390, N175 1.539
173 C -4.33 2.62 -0.76  C172 1.390, C174 1.380, H181 1.080
174 C -5.22 1.59 -0.49  C169 1.420, C173 1.380, H182 1.080
175 N -3.61 4.72 -2.00  C172 1.539, O176 1.160, O177 1.223
176 O -3.97 5.55 -2.73  N175 1.160
177 O -2.54 4.70 -1.40  N175 1.223
178 H -7.03 0.53 -1.29  C169 1.080
179 H -7.12 1.93 -3.32  C170 1.080
180 H -5.91 4.01 -3.36  C171 1.080
181 H -3.46 2.68 -0.13  C173 1.080
182 H -5.00 0.95 0.35  C174 1.080
183 C -1.37 -4.47 4.35  C184 1.407, C188 1.399, H192 1.080
184 C -2.76 -4.24 4.29  C183 1.407, C185 1.363, H193 1.080
185 C -3.21 -3.30 3.42  C184 1.363, C186 1.408, H194 1.080
186 C -2.35 -2.45 2.69  C185 1.408, C187 1.397, N189 1.527
187 C -0.97 -2.53 2.95  C186 1.397, C188 1.396, H195 1.080
188 C -0.49 -3.57 3.74  C183 1.399, C187 1.396, H196 1.080
189 N -2.92 -1.34 1.82  C186 1.527, O190 1.233, O191 1.256
190 O -4.03 -1.63 1.36  N189 1.233
191 O -2.23 -0.31 1.64  N189 1.256
192 H -1.08 -5.31 4.97  C183 1.080
193 H -3.42 -4.90 4.84  C184 1.080
194 H -4.27 -3.09 3.44  C185 1.080
195 H -0.28 -1.80 2.56  C187 1.080
196 H 0.57 -3.69 3.89  C188 1.080
197 C 6.91 -0.36 1.06  C198 1.395, C202 1.425, H206 1.080
198 C 5.60 0.07 0.85  C197 1.395, C199 1.427, H207 1.080
199 C 5.11 0.28 -0.48  C198 1.427, C200 1.417, H208 1.080
200 C 5.90 0.03 -1.63  C199 1.417, C201 1.406, N203 1.496
201 C 7.24 -0.32 -1.37  C200 1.406, C202 1.406, H209 1.080
202 C 7.74 -0.56 -0.08  C197 1.425, C201 1.406, H210 1.080
203 N 5.29 0.21 -2.98  C200 1.496, O204 1.220, O205 1.246
204 O 5.92 -0.10 -3.99  N203 1.220
205 O 4.27 0.93 -3.02  N203 1.246
206 H 7.43 -0.44 2.01  C197 1.080
207 H 4.97 0.31 1.68  C198 1.080
208 H 4.05 0.48 -0.46  C199 1.080
209 H 7.85 -0.56 -2.23  C201 1.080
210 H 8.77 -0.84 0.01  C202 1.080
211 C 2.85 6.41 5.25  C212 1.412, C216 1.418, H220 1.080
212 C 2.18 5.18 5.06  C211 1.412, C213 1.393, H221 1.080
213 C 2.77 4.18 4.29  C212 1.393, C214 1.394, H222 1.080
214 C 4.14 4.25 4.02  C213 1.394, C215 1.450, N217 1.458
215 C 4.89 5.42 4.43  C214 1.450, C216 1.400, H223 1.080
216 C 4.24 6.52 5.00  C211 1.418, C215 1.400, H224 1.080
217 N 4.77 3.10 3.38  C214 1.458, O218 1.213, O219 1.201
218 O 5.98 3.03 3.35  N217 1.213
219 O 4.04 2.30 2.87  N217 1.201
220 H 2.39 7.32 5.60  C211 1.080
221 H 1.12 5.15 5.25  C212 1.080
222 H 2.05 3.44 3.99  C213 1.080
223 H 5.96 5.58 4.36  C215 1.080
224 H 4.85 7.39 5.21  C216 1.080
225 C -1.15 4.89 -4.34  C226 1.361, C230 1.387, H234 1.080
226 C -0.90 3.59 -4.05  C225 1.361, C227 1.392, H235 1.080
227 C -0.27 2.79 -5.00  C226 1.392, C228 1.404, H236 1.080
228 C 0.03 3.34 -6.25  C227 1.404, C229 1.399, N231 1.505
229 C -0.09 4.72 -6.47  C228 1.399, C230 1.426, H237 1.080
230 C -0.75 5.54 -5.50  C225 1.387, C229 1.426, H238 1.080
231 N 0.64 2.52 -7.36  C228 1.505, O232 1.250, O233 1.212
232 O 0.76 3.01 -8.51  N231 1.250
233 O 0.89 1.37 -7.11  N231 1.212
234 H -1.66 5.53 -3.63  C225 1.080
235 H -1.13 3.20 -3.07  C226 1.080
236 H -0.22 1.73 -4.80  C227 1.080
237 H 0.21 5.07 -7.44  C229 1.080
238 H -0.92 6.59 -5.67  C230 1.080
239 C -0.81 -4.45 -1.45  C240 1.375, C244 1.397, H248 1.080
240 C -1.19 -4.88 -0.20  C239 1.375, C241 1.415, H249 1.080
241 C -1.26 -6.27 0.06  C240 1.415, C242 1.422, H250 1.080
242 C -0.80 -7.22 -0.88  C241 1.422, C243 1.456, N245 1.500
243 C -0.44 -6.72 -2.20  C242 1.456, C244 1.399, H251 1.080
244 C -0.52 -5.35 -2.48  C239 1.397, C243 1.399, H252 1.080
245 N -0.72 -8.67 -0.48  C242 1.500, O246 1.219, O247 1.230
246 O -1.05 -9.05 0.63  N245 1.219
247 O -0.14 -9.39 -1.29  N245 1.230
248 H -0.76 -3.42 -1.76  C239 1.080
249 H -1.56 -4.14 0.49  C240 1.080
250 H -1.50 -6.67 1.03  C241 1.080
251 H -0.15 -7.34 -3.04  C243 1.080
252 H -0.29 -4.95 -3.45  C244 1.080
253 C 2.48 -0.94 -4.95  C254 1.425, C258 1.391, H262 1.080
254 C 2.97 -0.97 -6.28  C253 1.425, C255 1.388, H263 1.080
255 C 4.04 -1.76 -6.69  C254 1.388, C256 1.415, H264 1.080
256 C 4.67 -2.59 -5.73  C255 1.415, C257 1.458, N259 1.472
257 C 4.15 -2.64 -4.37  C256 1.458, C258 1.419, H265 1.080
258 C 3.09 -1.78 -4.01  C253 1.391, C257 1.419, H266 1.080
259 N 5.90 -3.35 -6.05  C256 1.472, O260 1.244, O261 1.227
260 O 6.67 -3.58 -5.11  N259 1.244
261 O 6.15 -3.55 -7.23  N259 1.227
262 H 1.64 -0.31 -4.68  C253 1.080
263 H 2.49 -0.25 -6.93  C254 1.080
264 H 4.37 -1.76 -7.72  C255 1.080
265 H 4.48 -3.49 -3.78  C257 1.080
266 H 2.60 -1.71 -3.06  C258 1.080
267 C -1.27 -1.59 6.41  C268 1.383, C272 1.382, H276 1.080
268 C -0.26 -1.88 7.31  C267 1.383, C269 1.384, H277 1.080
269 C 0.96 -1.22 7.20  C268 1.384, C270 1.404, H278 1.080
270 C 1.17 -0.37 6.11  C269 1.404, C271 1.394, N273 1.502
271 C 0.15 -0.08 5.22  C270 1.394, C272 1.368, H279 1.080
272 C -1.09 -0.63 5.43  C267 1.382, C271 1.368, H280 1.080
273 N 2.50 0.34 6.05  C270 1.502, O274 1.190, O275 1.261
274 O 2.71 0.99 5.07  N273 1.190
275 O 3.25 0.35 7.06  N273 1.261
276 H -2.23 -2.04 6.58  C267 1.080
277 H -0.52 -2.59 8.08  C268 1.080
278 H 1.76 -1.40 7.90  C269 1.080
279 H 0.35 0.60 4.40  C271 1.080
280 H -1.94 -0.39 4.82  C272 1.080